Entry 1:
{
  "formula": "C5H11P",
  "method": "ωB97M-V/def2-TZVPD",
  "symbols": ["C", "C", "C", "C", "C", "P", "H", "H", "H", "H", "H", "H", "H", "H", "H", "H", "H"],
  "positions_angstrom": [[1.390, -0.039, -0.247], [1.746, -1.171, -1.121], [-1.723, 0.211, -0.908], [-0.882, 0.222, 1.557], [-0.833, 0.677, 0.115], [2.550, 0.499, 0.850], [1.435, -2.002, -0.456], [1.140, -1.129, -2.065], [2.863, -1.284, -1.294], [-2.301, 1.067, -1.164], [-1.112, -0.173, -1.671], [-2.479, -0.495, -0.479], [-0.129, 0.574, 2.132], [-1.739, 0.672, 2.024], [-0.961, -0.859, 1.403], [-0.656, 1.778, -0.171], [1.691, 1.451, 1.495]],
  "atomic_forces_ev_per_a": [[-1.1, 1.6, 1.6], [-0.4, -0.5, -0.3], [-2.2, -1.5, 1.3], [-2.5, -0.6, -3.3], [4.9, 2.4, 0.7], [-1.0, 0.5, -0.5], [0.0, -0.3, -1.0], [0.8, -0.5, 0.6], [-1.3, 0.3, -0.1], [-0.5, 0.6, -1.0], [0.0, -0.7, -1.5], [0.8, -0.1, -0.7], [2.8, 0.5, 1.5], [-1.1, -0.2, 0.2], [0.0, 0.1, 1.1], [0.5, -1.5, 1.4], [0.3, -0.1, 0.1]],
  "gap_ev": [8.74, 8.74],
  "de_lowest_kj_mol": 397.2,
  "lumo_energy_ev": [0.62, 0.62],
  "e_tot_ha": -538.27490,
  "largest_force_ev_per_a": 5.50,
  "e_homo_ev": [-8.1, -8.1]
}

=====

Entry 2:
{
  "formula": "C27H44BF4N2OPtSSi",
  "method": "ωB97M-V/def2-TZVPD",
  "symbols": ["Pt", "C", "C", "N", "C", "C", "N", "C", "C", "H", "H", "H", "H", "H", "H", "H", "H", "H", "H", "H", "H", "H", "O", "S", "C", "C", "C", "C", "C", "C", "C", "C", "C", "C", "C", "C", "H", "H", "H", "H", "H", "H", "H", "H", "H", "H", "F", "B", "F", "F", "F", "C", "Si", "C", "C", "C", "C", "C", "C", "C", "C", "H", "H", "H", "H", "H", "H", "H", "H", "H", "H", "H", "H", "H", "H", "H", "H", "H", "H", "H", "H", "H"],
  "positions_angstrom": [[0.812, -0.152, 0.164], [5.328, 0.720, -0.049], [4.021, 0.022, 0.371], [2.931, 0.390, -0.561], [2.924, 1.866, -0.727], [4.166, 2.313, -1.516], [5.154, 1.182, -1.469], [4.652, 0.045, -2.312], [3.200, -0.232, -1.882], [6.184, 0.050, -0.014], [5.548, 1.601, 0.551], [3.742, 0.312, 1.381], [4.128, -1.062, 0.354], [2.901, 2.310, 0.267], [2.022, 2.169, -1.255], [4.637, 3.195, -1.087], [3.946, 2.504, -2.565], [6.052, 1.502, -1.833], [5.317, -0.800, -2.142], [4.721, 0.342, -3.356], [3.029, -1.304, -1.810], [2.491, 0.179, -2.602], [1.508, -0.176, 2.041], [0.944, -1.298, 3.001], [2.178, -1.430, 4.244], [2.860, -2.643, 4.286], [3.852, -2.820, 5.240], [4.147, -1.793, 6.124], [3.457, -0.583, 6.070], [2.460, -0.394, 5.132], [-0.399, -0.483, 3.826], [-1.346, -1.300, 4.434], [-2.380, -0.706, 5.142], [-2.457, 0.679, 5.226], [-1.507, 1.480, 4.604], [-0.466, 0.902, 3.893], [2.609, -3.439, 3.596], [4.382, -3.760, 5.298], [4.913, -1.936, 6.874], [3.690, 0.203, 6.776], [1.901, 0.531, 5.103], [-1.272, -2.380, 4.370], [-3.121, -1.324, 5.631], [-3.263, 1.137, 5.785], [-1.575, 2.558, 4.676], [0.280, 1.510, 3.397], [-1.396, 0.840, -3.208], [-0.318, 1.256, -2.478], [0.735, 1.753, -3.189], [-0.664, 2.013, -1.379], [0.261, -0.062, -1.830], [-2.446, 0.954, 1.078], [-1.402, -0.404, 0.408], [-2.239, -1.931, -0.244], [-3.715, -1.694, -0.576], [-1.495, -2.546, -1.436], [-2.127, -2.888, 0.972], [-4.903, 1.604, -6.174], [-6.316, 1.304, -6.370], [-3.928, 1.148, -7.159], [-4.488, 2.465, -5.076], [-3.442, 0.964, 0.635], [-1.949, 1.907, 0.900], [-2.551, 0.824, 2.161], [-3.835, -0.972, -1.386], [-4.279, -1.340, 0.288], [-4.163, -2.637, -0.898], [-1.581, -1.928, -2.328], [-1.926, -3.527, -1.651], [-0.434, -2.689, -1.223], [-2.566, -2.471, 1.884], [-1.092, -3.172, 1.174], [-2.684, -3.798, 0.736], [-6.475, 0.331, -6.834], [-6.656, 2.041, -7.120], [-6.924, 1.447, -5.481], [-4.226, 0.229, -7.660], [-2.912, 1.107, -6.772], [-3.937, 1.933, -7.939], [-5.141, 2.374, -4.209], [-4.658, 3.491, -5.455], [-3.429, 2.384, -4.835]],
  "atomic_forces_ev_per_a": [[0.1, 0.0, -0.1], [0.0, 0.0, 0.0], [0.0, 0.0, 0.0], [0.0, 0.1, 0.0], [0.0, 0.0, 0.0], [0.0, 0.0, 0.0], [0.0, 0.0, 0.0], [0.0, 0.0, 0.0], [-0.1, 0.0, 0.0], [0.0, 0.0, 0.0], [0.0, 0.0, 0.0], [0.0, 0.0, 0.0], [0.0, 0.0, 0.0], [0.0, 0.0, 0.0], [0.1, 0.0, 0.0], [0.0, 0.0, 0.0], [0.0, 0.0, 0.0], [0.0, 0.0, 0.0], [0.0, 0.0, 0.0], [0.0, 0.0, 0.0], [0.0, 0.0, 0.0], [0.1, 0.0, 0.1], [-0.1, -0.2, 0.0], [0.1, 0.1, 0.0], [0.0, 0.0, 0.0], [0.0, 0.0, 0.0], [0.0, 0.0, 0.0], [0.0, 0.0, 0.0], [0.0, 0.0, 0.0], [0.0, 0.0, 0.0], [0.0, -0.1, 0.0], [0.0, 0.0, 0.0], [0.0, 0.0, 0.0], [0.0, 0.0, 0.0], [0.0, 0.0, 0.0], [0.0, 0.0, 0.1], [0.0, 0.0, 0.0], [0.0, 0.0, 0.0], [0.0, 0.0, 0.0], [0.0, 0.0, 0.0], [0.0, 0.0, 0.0], [0.0, 0.0, 0.0], [0.0, 0.0, 0.0], [0.0, 0.0, 0.0], [0.0, 0.0, 0.0], [0.0, 0.0, 0.0], [0.2, 0.0, 0.0], [-0.2, -0.1, 0.1], [0.0, 0.0, -0.1], [0.0, 0.0, -0.1], [0.0, 0.0, 0.0], [-0.1, -0.1, 0.1], [0.1, 0.1, 0.1], [0.0, 0.0, 0.0], [0.0, 0.0, 0.0], [-0.1, 0.0, 0.1], [0.0, 0.1, 0.0], [-0.1, 0.0, -0.1], [0.0, 0.0, 0.0], [0.0, 0.0, 0.0], [0.1, 0.1, 0.0], [0.0, 0.0, 0.0], [0.0, 0.0, 0.0], [-0.1, 0.0, 0.0], [0.0, 0.0, 0.0], [0.0, 0.0, 0.0], [0.0, 0.0, 0.0], [0.0, 0.0, 0.0], [0.0, 0.0, 0.0], [0.0, 0.0, 0.0], [0.0, 0.0, 0.0], [0.0, 0.0, 0.0], [0.0, 0.0, 0.0], [0.0, 0.0, 0.0], [0.0, 0.0, 0.0], [0.0, 0.0, 0.0], [0.0, 0.0, 0.0], [0.0, 0.0, 0.0], [0.0, 0.0, 0.0], [0.0, 0.0, 0.0], [0.0, 0.0, 0.0], [-0.1, 0.0, 0.0]],
  "charge": 3,
  "gap_ev": 7.44,
  "de_lowest_kj_mol": 134.4,
  "lumo_energy_ev": -8.61,
  "e_tot_ha": -2470.57270,
  "largest_force_ev_per_a": 0.23,
  "e_homo_ev": -16.0
}

=====

Entry 3:
{
  "formula": "C26H45F3O2P2Pt",
  "method": "ωB97M-V/def2-TZVPD",
  "symbols": ["Pt", "C", "C", "C", "C", "C", "C", "H", "H", "H", "C", "H", "H", "H", "C", "H", "H", "H", "C", "H", "H", "H", "C", "H", "H", "H", "C", "C", "C", "C", "C", "C", "C", "C", "H", "H", "H", "H", "H", "H", "H", "H", "H", "H", "H", "H", "P", "C", "H", "H", "H", "C", "H", "H", "H", "C", "H", "H", "H", "P", "C", "H", "H", "H", "C", "H", "H", "H", "C", "H", "H", "H", "F", "C", "F", "F", "C", "O", "O"],
  "positions_angstrom": [[0.024, 0.103, 0.511], [-1.864, 1.595, 0.728], [-2.475, 0.714, -0.248], [-2.094, -0.496, 1.698], [-1.807, 0.880, 1.992], [-2.576, -0.566, 0.334], [-1.883, 3.068, 0.609], [-1.526, 3.347, -0.386], [-1.249, 3.534, 1.366], [-2.905, 3.467, 0.727], [-1.817, 1.468, 3.345], [-1.600, 2.536, 3.314], [-1.098, 0.938, 3.982], [-2.807, 1.346, 3.814], [-2.303, -1.555, 2.697], [-3.372, -1.640, 2.944], [-1.738, -1.336, 3.609], [-1.965, -2.515, 2.298], [-3.291, -1.728, -0.223], [-4.382, -1.657, -0.098], [-2.963, -2.643, 0.270], [-3.060, -1.796, -1.290], [-3.107, 1.193, -1.495], [-4.089, 1.668, -1.336], [-3.245, 0.367, -2.195], [-2.450, 1.925, -1.972], [1.405, 0.514, -2.742], [0.385, 1.370, -2.894], [-0.219, 1.626, -4.249], [-1.086, 0.489, -4.874], [-1.214, -0.789, -4.079], [-0.183, -1.630, -3.975], [1.149, -1.305, -4.610], [2.003, -0.199, -3.928], [0.571, 1.859, -4.984], [-0.692, 0.290, -5.889], [-0.863, 2.516, -4.176], [2.267, 0.529, -4.713], [1.829, 0.315, -1.752], [-0.024, 1.923, -2.042], [2.946, -0.666, -3.609], [1.765, -2.216, -4.592], [-0.228, -2.578, -3.428], [1.024, -1.027, -5.672], [-2.097, 0.908, -4.997], [-2.197, -0.956, -3.623], [1.515, 1.813, 1.159], [1.197, 2.647, 2.761], [2.056, 3.264, 3.034], [1.043, 1.918, 3.554], [0.330, 3.303, 2.709], [3.239, 1.295, 1.397], [3.838, 2.105, 1.815], [3.666, 0.999, 0.444], [3.275, 0.450, 2.077], [1.752, 3.310, 0.170], [2.206, 3.062, -0.782], [2.406, 4.014, 0.684], [0.806, 3.808, -0.013], [0.774, -2.208, 0.429], [-0.364, -3.536, -0.104], [0.157, -4.409, -0.504], [-1.071, -3.192, -0.848], [-0.938, -3.882, 0.758], [2.394, -2.516, -0.367], [2.311, -2.626, -1.447], [2.868, -3.420, 0.030], [3.048, -1.672, -0.147], [1.205, -3.116, 1.967], [1.408, -4.166, 1.761], [0.386, -3.065, 2.678], [2.089, -2.701, 2.435], [2.450, -1.103, 5.903], [2.438, -0.694, 4.623], [2.975, 0.568, 4.614], [3.321, -1.496, 3.942], [1.051, -0.652, 3.903], [0.017, -0.877, 4.539], [1.251, -0.417, 2.661]],
  "atomic_forces_ev_per_a": [[1.5, -1.2, 0.5], [-2.4, -0.1, 0.1], [0.6, 1.4, 0.4], [-0.7, 0.5, 0.3], [-0.4, -0.5, -0.6], [-0.9, -0.4, 0.7], [0.4, 0.2, -0.2], [-0.1, 0.2, 0.1], [-0.1, 0.1, -0.2], [0.3, -0.2, 0.0], [0.4, 0.2, 0.1], [0.0, -0.2, 0.1], [-0.2, 0.2, 0.0], [0.2, -0.1, -0.2], [0.3, -0.2, 0.3], [0.1, 0.0, -0.1], [-0.2, -0.1, -0.2], [-0.2, 0.0, 0.2], [0.4, -0.2, -0.2], [0.2, 0.1, -0.1], [-0.2, 0.0, -0.1], [-0.3, -0.1, 0.0], [0.4, -0.2, -0.6], [0.3, -0.1, 0.2], [-0.1, 0.1, 0.0], [-0.2, 0.0, -0.1], [-0.4, 0.2, -0.1], [0.2, -0.3, -0.1], [-0.1, 0.7, 0.0], [-0.6, 0.1, -0.1], [0.2, 0.1, -0.1], [0.0, 0.1, 0.1], [0.1, -0.7, -0.2], [0.6, 0.0, 0.2], [-0.2, 0.1, 0.5], [-0.3, -0.1, 0.5], [0.4, -0.2, -0.1], [0.0, -0.1, 0.5], [0.0, 0.2, -0.1], [0.2, -0.1, -0.1], [-0.2, 0.3, -0.1], [-0.3, 0.2, -0.2], [-0.3, 0.3, -0.1], [-0.1, -0.2, 0.4], [0.3, -0.2, -0.2], [0.5, -0.3, -0.1], [1.9, 1.5, 1.4], [-0.6, -0.5, 0.3], [0.1, -0.1, -0.3], [0.0, 0.2, 0.0], [0.0, 0.0, 0.0], [-0.1, -0.7, -0.2], [-0.2, 0.2, -0.1], [0.1, 0.0, -0.2], [0.1, 0.0, 0.0], [-0.4, -0.1, -0.8], [0.0, 0.0, -0.3], [0.0, -0.2, 0.2], [-0.1, 0.1, -0.1], [1.6, -2.1, 0.8], [-0.9, 0.4, -0.7], [0.3, 0.3, 0.0], [-0.1, -0.1, -0.3], [0.1, 0.2, 0.1], [-0.1, 0.5, -0.7], [0.0, 0.2, -0.1], [-0.4, 0.1, 0.1], [0.0, 0.0, 0.0], [-0.1, 0.8, 0.8], [-0.2, 0.1, -0.5], [-0.1, 0.0, 0.2], [0.1, 0.1, 0.0], [-0.6, 0.3, -1.4], [1.8, 0.1, 1.1], [-0.5, -0.7, -0.2], [-0.9, 0.6, 0.4], [-1.2, -0.9, 1.0], [1.7, 0.6, -0.9], [-0.3, 0.4, -0.3]],
  "charge": 2,
  "gap_ev": [8.32, 3.74],
  "spin_multiplicity": 5,
  "lumo_energy_ev": [-5.61, -10.62],
  "e_tot_ha": -2269.07905,
  "largest_force_ev_per_a": 2.77,
  "s_squared": 6.02,
  "e_homo_ev": [-13.9, -14.4]
}

=====

Entry 4:
{
  "formula": "C20H19BrCl3F7N4O2",
  "method": "ωB97M-V/def2-TZVPD",
  "symbols": ["C", "C", "C", "C", "C", "C", "N", "C", "C", "C", "C", "F", "F", "C", "F", "F", "F", "C", "C", "N", "C", "C", "Br", "C", "N", "C", "N", "C", "O", "F", "C", "O", "F", "H", "H", "H", "H", "H", "H", "H", "H", "H", "H", "H", "H", "H", "H", "H", "H", "H", "H", "Cl", "C", "Cl", "Cl", "H"],
  "positions_angstrom": [[4.767, -3.905, -0.695], [4.982, -2.300, -0.286], [3.557, -1.856, 0.456], [3.303, -0.226, 0.433], [3.636, 0.510, 1.886], [1.673, 0.032, 0.162], [0.735, -0.960, 0.789], [-0.663, -0.578, 0.388], [-1.883, -1.581, 0.936], [-3.473, -1.388, 0.585], [-4.559, -2.485, 1.180], [-3.936, -3.572, 1.970], [-5.199, -3.136, -0.020], [-5.785, -1.822, 2.044], [-5.812, -2.527, 3.380], [-7.083, -2.218, 1.385], [-5.667, -0.363, 2.272], [-3.878, -0.116, -0.386], [-5.438, 0.163, -0.846], [-5.443, 0.019, -2.381], [-6.507, 0.980, -2.867], [-2.719, 0.910, -0.926], [-3.158, 2.531, -2.083], [-1.123, 0.671, -0.548], [-0.132, 1.653, -1.104], [1.291, 1.327, -0.747], [2.392, 2.227, -1.282], [1.897, 3.628, -1.570], [1.170, 4.013, -2.626], [2.293, 4.706, -0.595], [2.812, 1.680, -2.663], [2.360, 0.492, -3.114], [3.703, 2.556, -3.487], [3.928, -4.372, 0.010], [5.738, -4.545, -0.556], [4.364, -4.029, -1.796], [5.842, -2.268, 0.510], [5.188, -1.678, -1.258], [3.612, -2.273, 1.564], [2.716, -2.468, -0.090], [3.981, 0.310, -0.372], [3.742, -0.254, 2.767], [4.670, 1.068, 1.754], [2.822, 1.339, 2.099], [-1.604, -2.511, 1.627], [-6.195, -0.652, -0.456], [-5.735, 1.242, -0.490], [-5.654, -0.976, -2.615], [-7.444, 0.851, -2.165], [-6.717, 0.728, -3.997], [-6.142, 2.108, -2.761], [4.334, 2.875, 4.605], [4.982, 3.965, 3.367], [6.465, 3.297, 2.664], [3.774, 4.261, 2.105], [5.225, 4.919, 3.842]],
  "atomic_forces_ev_per_a": [[-0.4, -0.1, 0.2], [-1.0, -1.3, 0.5], [0.9, -0.3, -0.3], [-1.3, -0.2, 0.8], [0.6, 0.5, -0.6], [-0.5, -0.3, 0.0], [-1.2, 6.4, -4.7], [-2.0, -0.6, 0.0], [-2.3, 1.3, -1.2], [4.7, 1.7, -0.6], [0.8, -0.9, -1.9], [-1.9, 3.5, -2.5], [1.8, 1.6, 3.5], [-2.1, -1.1, 2.1], [-0.1, 2.9, -4.4], [4.3, 2.1, 2.4], [-0.7, -5.3, -0.9], [2.7, 0.6, 0.3], [1.3, -1.0, -0.4], [-0.9, 1.3, 1.5], [-0.3, -0.1, -0.2], [0.0, -3.4, 2.4], [0.6, -2.4, 1.7], [0.4, -0.1, 0.2], [3.0, -4.4, 3.2], [-4.8, -2.2, 1.2], [-1.3, 0.6, -3.0], [-3.9, 4.2, -4.7], [5.6, -3.0, 7.9], [-1.1, -4.1, -2.8], [-2.3, -5.5, -3.2], [3.9, 8.9, 3.2], [-3.0, -2.8, 3.3], [1.9, 1.0, -1.4], [-1.8, 1.3, -0.4], [0.9, 0.3, 2.2], [-1.5, 0.3, -1.8], [-0.3, -1.1, 2.1], [-0.2, 1.0, -2.3], [1.5, 1.6, 1.0], [-1.7, -1.2, 1.4], [-0.5, 1.5, -1.7], [-2.1, -1.1, 0.4], [1.7, -1.8, -0.2], [-0.5, 2.4, -1.7], [1.7, 1.8, -0.1], [0.6, -2.2, -0.9], [0.0, 1.3, 0.3], [1.3, 0.4, -1.7], [0.1, 0.7, 2.3], [-0.6, -2.6, -0.3], [0.1, 0.2, -0.1], [-0.1, 0.1, 0.0], [-0.1, 0.1, 0.1], [0.2, 0.0, 0.2], [-0.1, -0.3, -0.2]],
  "gap_ev": 6.73,
  "lumo_energy_ev": -2.11,
  "e_tot_ha": -5795.96203,
  "largest_force_ev_per_a": 10.26,
  "e_homo_ev": -8.8
}